(1)
# C46H52BF3N6O2S3SbSn

C46H52BF3N6O2S3SbSn as an isolated structure (ωB97M-V/def2-TZVPD, the Open Molecules 2025 dataset).

Output
energy relative to the best compared isomer or geometry (same formula, charge and spin) = 66.87 kcal per mole
maximum force = 0.008 hartree/bohr
calculated total energy = -4235.783143 Ha

```
! RIJCOSX wB97M-V def2-TZVPD def2/J DEFGRID3
* xyz 3 1
Sn -1.0654 -2.7923 -0.0566
C 3.4207 -3.7916 -1.7984
C 3.3209 -2.4566 -1.1330
C 4.1390 -1.4113 -1.4633
C 4.0293 -0.1602 -0.8144
N 3.1212 0.0188 0.1100
N 2.3278 -1.0080 0.4432
B 1.4958 -0.5499 1.6316
N 0.7654 -1.4714 2.5791
N 1.9295 -0.9807 3.0449
C 2.3960 -1.2354 4.2361
C 1.5315 -2.0241 5.0520
C 0.3165 -2.4784 4.6266
C -0.5791 -3.2934 5.4941
C -0.1067 -2.1789 3.2687
S -1.5672 -2.6954 2.5871
C 3.7507 -0.7390 4.6631
C 4.4603 -0.0618 3.4905
C 3.5567 0.2485 5.8245
C 4.5699 -1.9551 5.1333
N 0.8804 0.8350 1.4910
N 1.5016 1.7849 2.2121
C 0.9850 2.9887 2.2176
C -0.2576 3.2309 1.5782
C -0.8871 2.2622 0.8564
C -2.2204 2.4854 0.2097
C -0.2260 1.0072 0.7596
S -0.7752 -0.1856 -0.3762
C 1.7789 4.1088 2.8716
C 2.7257 4.6423 1.7791
C 2.6015 3.5926 4.0516
C 0.8583 5.2367 3.3479
C 2.3634 -2.2290 -0.1080
S 1.3467 -3.5121 0.4714
C 4.8981 1.0482 -1.1360
C 6.0442 0.6804 -2.0776
C 3.9957 2.0999 -1.8010
C 5.4686 1.6153 0.1704
H 4.1684 -3.7734 -2.5876
H 2.4557 -4.0802 -2.2155
H 3.6944 -4.5604 -1.0743
H 4.8837 -1.5461 -2.2352
H 1.8605 -2.2623 6.0545
H -0.1613 -3.4184 6.4892
H -0.7359 -4.2759 5.0435
H -1.5637 -2.8289 5.5708
H 3.8755 0.7631 3.0815
H 4.6621 -0.7757 2.6872
H 5.4165 0.3326 3.8315
H 2.9670 1.1115 5.5150
H 4.5333 0.6029 6.1535
H 3.0688 -0.2207 6.6795
H 4.5772 -2.7494 4.3848
H 4.1980 -2.3636 6.0728
H 5.5994 -1.6385 5.2971
H -0.7192 4.2034 1.6758
H -2.5294 3.5221 0.3152
H -2.9710 1.8433 0.6737
H -2.1893 2.2219 -0.8486
H 3.4730 3.8922 1.5136
H 3.2419 5.5293 2.1463
H 2.1785 4.9235 0.8765
H 3.2264 2.7488 3.7672
H 1.9531 3.2917 4.8774
H 3.2507 4.3911 4.4094
H 0.4317 5.8050 2.5203
H 1.4400 5.9374 3.9455
H 0.0478 4.8631 3.9772
H 5.6880 0.3995 -3.0706
H 6.6576 -0.1299 -1.6788
H 6.6928 1.5466 -2.2013
H 3.5472 1.7115 -2.7183
H 4.5872 2.9773 -2.0622
H 3.1965 2.4073 -1.1242
H 6.1476 0.9035 0.6443
H 4.6726 1.8582 0.8747
H 6.0317 2.5231 -0.0451
O -1.7319 -1.8558 -3.6236
C -0.3978 -1.9974 -3.5861
O 0.1028 -2.5620 -2.6600
H 0.1721 -1.6118 -4.4356
F -7.6200 -5.2467 -6.4759
C -6.9813 -4.4902 -5.5894
C -7.7191 -3.6710 -4.7560
C -7.0505 -2.8798 -3.8319
C -5.6603 -2.9157 -3.7759
C -4.9393 -3.7751 -4.5999
C -5.6016 -4.5661 -5.5255
Sb -4.6043 -1.6759 -2.4025
C -6.0077 -0.1798 -1.8980
C -5.9579 0.3133 -0.5935
C -6.8363 1.3025 -0.1764
C -7.7617 1.7858 -1.0820
F -8.6009 2.7402 -0.6910
C -7.8439 1.3175 -2.3830
C -6.9610 0.3301 -2.7872
C -3.6087 -0.5070 -3.9243
C -2.4452 -1.1253 -4.6522
C -1.6101 -0.2269 -5.5027
C -1.9314 1.0661 -5.6023
F -1.2306 1.8965 -6.3575
C -3.0632 1.6141 -4.9245
C -3.8594 0.8466 -4.1009
H -8.7977 -3.6613 -4.8332
H -7.6267 -2.2598 -3.1589
H -3.8607 -3.8648 -4.5141
H -5.0727 -5.2456 -6.1796
H -5.2374 -0.0809 0.1151
H -6.8224 1.6913 0.8325
H -8.5956 1.7192 -3.0489
H -7.0216 -0.0384 -3.8044
H -2.8708 -1.8915 -5.3248
H -0.8136 -0.6296 -6.1141
H -3.2836 2.6640 -5.0907
H -4.6972 1.3090 -3.5945
*
```

***

(2)
# C46H53AsHfN7S3Si2

C46H53AsHfN7S3Si2 as an isolated structure (ωB97M-V/def2-TZVPD, the Open Molecules 2025 dataset).

Output
energy relative to the best compared isomer or geometry (same formula, charge and spin) = 0.00 kcal per mole
maximum force = 0.064 hartree/bohr
calculated total energy = -6225.156103 Ha

```
! RIJCOSX wB97M-V def2-TZVPD def2/J DEFGRID3
* xyz 1 1
Hf -17.0195 -12.2127 2.8300
C -22.1448 -10.2549 0.9959
S -21.9502 -10.9152 2.6745
C -20.4007 -11.6903 2.6717
S -19.0287 -11.0476 1.8477
N -20.3808 -12.7015 3.4690
N -19.0644 -13.2120 3.6641
C -19.1123 -14.2674 4.3577
C -17.8950 -14.8268 4.8615
C -17.9523 -16.0542 5.5520
C -16.7779 -16.4945 6.1431
C -15.6205 -15.8033 5.9233
C -15.6515 -14.5865 5.2666
N -16.8014 -14.0679 4.7500
H -22.8373 -9.4263 1.0677
H -22.5138 -11.0172 0.2945
H -21.2081 -9.8510 0.6536
H -20.0497 -14.6845 4.6325
H -18.8676 -16.6064 5.5694
H -16.7321 -17.5271 6.7061
H -14.6852 -16.1587 6.3076
H -14.7459 -13.9939 5.1378
C -13.0184 -11.0140 2.1660
Si -14.2392 -12.0702 3.2118
C -13.7440 -11.4681 4.9288
C -13.5130 -13.7626 2.8673
C -12.1686 -14.0187 3.1973
C -11.5369 -15.1810 2.8713
C -12.2218 -16.2190 2.2985
C -13.5911 -16.0171 2.0727
C -14.2122 -14.8290 2.2451
Si -15.9653 -14.6287 1.7661
C -16.9060 -16.2579 2.1408
C -16.0117 -14.5865 -0.1881
H -12.0886 -11.5489 2.3836
H -12.8333 -10.0379 2.5544
H -13.0462 -11.0273 1.0800
H -14.0911 -10.4444 4.9737
H -12.6818 -11.4578 5.1705
H -14.2339 -11.9687 5.8047
H -11.6264 -13.2304 3.7057
H -10.5641 -15.4502 3.1857
H -11.6949 -17.1195 2.0519
H -14.1072 -16.8704 1.6479
H -16.2821 -17.0139 1.6546
H -17.9219 -16.2988 1.7568
H -16.8677 -16.5743 3.1923
H -16.0596 -15.6424 -0.6160
H -15.0856 -14.1128 -0.5077
H -16.8710 -14.0669 -0.6249
C -15.1810 -11.5639 -0.4713
C -15.5313 -10.3415 0.3439
N -16.1608 -10.4198 1.5262
C -16.3714 -9.1530 2.0223
C -15.8568 -8.2894 1.1150
N -15.3575 -9.0090 0.0892
H -14.6761 -12.2677 0.1676
H -14.5362 -11.3086 -1.3187
H -16.0734 -11.9355 -0.8746
H -16.9177 -8.8629 2.9400
H -15.9988 -7.2190 1.0641
H -14.8966 -8.6458 -0.7355
C -18.3712 -14.4135 -6.4067
C -17.9823 -15.1398 -5.3287
C -18.2109 -14.5720 -4.0511
C -18.8360 -13.3429 -3.9114
C -19.1972 -12.6340 -5.0766
C -19.0451 -13.2106 -6.3162
As -19.0343 -12.7297 -2.0621
C -20.2421 -11.2426 -2.3311
C -21.5758 -11.3018 -2.7632
C -22.3237 -10.1341 -2.9734
C -21.7749 -8.8886 -2.7079
C -20.4266 -8.7949 -2.2611
C -19.7087 -9.9724 -2.0925
C -20.2883 -14.0868 -1.3123
C -21.2694 -14.7153 -2.0832
C -22.2224 -15.4425 -1.4715
C -22.3252 -15.4731 -0.0641
C -21.3466 -14.8539 0.6997
C -20.3137 -14.1823 0.0888
H -18.1947 -14.8861 -7.3697
H -17.4413 -16.0795 -5.4697
H -17.9346 -15.1085 -3.1386
H -19.6450 -11.6527 -5.0469
H -19.3199 -12.7489 -7.2058
H -22.0247 -12.2488 -3.0057
H -23.3281 -10.2057 -3.3605
H -22.3953 -7.9990 -2.7366
H -19.9737 -7.8615 -2.0134
H -18.6844 -9.9072 -1.7257
H -21.2398 -14.7140 -3.1440
H -22.9080 -15.9883 -2.0658
H -23.0832 -16.0830 0.4628
H -21.3842 -14.9280 1.7689
H -19.5619 -13.5921 0.6871
C -18.4482 -7.2367 8.7186
C -18.3314 -7.4974 7.2437
C -18.6416 -6.5775 6.2733
C -18.4015 -6.9840 4.9421
N -17.9818 -8.2001 4.6344
C -17.7041 -9.1121 5.5647
S -17.3161 -10.8097 5.3658
N -17.7835 -8.6925 6.8540
C -18.7774 -6.1316 3.7419
H -18.9566 -6.2871 8.9329
H -17.4471 -7.1699 9.1287
H -18.9835 -8.0877 9.1719
H -19.0014 -5.6161 6.5045
H -17.6433 -9.3587 7.5780
H -19.6772 -6.5355 3.3318
H -18.0011 -6.1440 2.9911
H -18.9554 -5.1150 4.0572
*
```

***

> Number 1 is which compound?

C46H52BF3N6O2S3SbSn

***

> Which of these has the highest calculated total energy?

C46H52BF3N6O2S3SbSn

***

> What is the formula in the second record?

C46H53AsHfN7S3Si2